No. 1
ORCA calculation (ωB97M-V/def2-TZVPD) on a gas-phase ion, C3H6N3S (charge +1) at a distorted geometry.

Geometry (Å):
C (1.489, 0.276, 0.415)
C (-1.333, 0.475, -0.014)
C (-0.650, -0.826, 0.341)
N (0.666, -0.634, 1.064)
N (0.914, 0.370, -0.930)
N (-0.352, -0.150, -0.867)
S (2.779, 1.094, 1.048)
H (-2.370, 0.619, -0.363)
H (-1.144, 1.363, 0.483)
H (-1.295, -1.750, 0.371)
H (0.739, -0.857, 2.034)
H (1.247, 0.522, -1.857)
H (-0.690, -0.505, -1.725)

Calculated values
HOMO level (spin up / spin down): -9.903 / -13.561 eV
E: -18500.5489 eV
Total charge: +1
ΔE to the lowest compared entry with this formula, charge and spin: 2.084 eV
Spin multiplicity: 3
Lowest unoccupied orbital energy (spin up / spin down): -3.3 / -6.7 eV
Frontier orbital gap (spin up / spin down): 6.56 / 6.90 eV



No. 2
ORCA calculation (ωB97M-V/def2-TZVPD) on 3 unconnected molecules or ions with the total composition C2H12NO2 at a distorted geometry.

Geometry (Å):
C (-0.294, -0.164, 1.179)
N (-1.250, -0.361, 0.034)
C (-2.678, -0.251, 0.418)
H (-0.164, 0.903, 1.387)
H (0.681, -0.580, 0.946)
H (-0.689, -0.626, 2.067)
H (-0.987, 0.347, -0.655)
H (-0.979, -1.241, -0.395)
H (-2.942, 0.799, 0.389)
H (-3.282, -0.807, -0.279)
H (-2.798, -0.625, 1.436)
H (4.180, 0.617, -1.077)
H (4.184, -0.484, 0.009)
O (3.604, 0.031, -0.565)
H (1.868, 0.715, -1.300)
H (0.627, 1.143, -2.160)
O (0.919, 0.582, -1.435)

Calculated values
HOMO level: -15.148 eV
E: -7847.5206 eV
Total charge: +1
ΔE to the lowest compared entry with this formula, charge and spin: 0.625 eV
Lowest unoccupied orbital energy: -3.1 eV
Frontier orbital gap: 12.08 eV



No. 3
ORCA calculation (ωB97M-V/def2-TZVPD) on 2 unconnected molecules or ions with the total composition C22H33ClFN5O3P at a distorted geometry.

Geometry (Å):
C (3.103, -4.180, 1.998)
C (3.157, -2.657, 2.155)
C (3.052, -1.928, 0.813)
C (1.677, -1.903, 0.131)
C (0.606, -0.929, 0.734)
P (-1.007, -1.852, 1.223)
O (-1.015, -2.806, -0.103)
Cl (-0.268, -3.146, 2.633)
N (1.242, -0.168, 1.827)
C (1.772, 0.953, 1.297)
N (2.517, 1.790, 1.982)
C (3.106, 3.019, 1.450)
C (3.210, 4.095, 2.530)
C (4.397, 3.849, 3.477)
N (4.191, 4.434, 4.808)
N (1.480, 1.083, -0.030)
C (0.237, 0.242, -0.239)
C (-1.002, 1.091, 0.116)
C (-1.118, 1.540, 1.557)
O (-1.314, 0.903, 2.535)
F (-0.933, 2.891, 1.649)
C (0.166, -0.193, -1.711)
C (-0.507, 0.817, -2.635)
O (0.104, 1.801, -2.974)
C (-1.889, 0.522, -3.126)
C (-2.055, -0.434, -4.126)
C (-3.322, -0.708, -4.614)
C (-4.424, -0.031, -4.116)
C (-4.263, 0.916, -3.115)
C (-2.995, 1.194, -2.619)
H (4.099, -4.558, 1.763)
H (2.451, -4.488, 1.179)
H (2.744, -4.664, 2.905)
H (2.418, -2.296, 2.869)
H (4.135, -2.400, 2.569)
H (3.703, -2.471, 0.119)
H (3.487, -0.926, 0.873)
H (1.274, -2.912, 0.164)
H (1.849, -1.700, -0.920)
H (-1.123, -3.743, 0.107)
H (0.822, -0.118, 2.744)
H (2.701, 1.542, 2.944)
H (2.496, 3.393, 0.627)
H (4.090, 2.797, 1.027)
H (3.359, 5.034, 1.998)
H (2.264, 4.129, 3.075)
H (4.583, 2.771, 3.545)
H (5.266, 4.331, 3.027)
H (4.425, 3.769, 5.534)
H (3.215, 4.663, 4.954)
H (1.324, 2.042, -0.325)
H (-0.986, 1.995, -0.494)
H (-1.899, 0.512, -0.117)
H (-0.296, -1.172, -1.830)
H (1.194, -0.268, -2.060)
H (-1.196, -0.961, -4.523)
H (-3.459, -1.445, -5.394)
H (-5.411, -0.225, -4.509)
H (-5.113, 1.460, -2.724)
H (-2.873, 1.949, -1.852)
C (-8.248, -2.812, -3.125)
C (-7.239, -2.504, -4.130)
N (-6.449, -2.260, -4.919)
H (-9.048, -3.397, -3.574)
H (-7.800, -3.383, -2.314)
H (-8.665, -1.890, -2.724)

Calculated values
HOMO level: -11.722 eV
E: -61466.6108 eV
Total charge: +1
Lowest unoccupied orbital energy: -2.7 eV
Frontier orbital gap: 8.98 eV